# 1
{"formula": "C6H9NO", "method": "ωB97M-V/def2-TZVPD", "species": ["O", "N", "C", "C", "C", "C", "C", "C", "H", "H", "H", "H", "H", "H", "H", "H", "H"], "coordinates": [[-2.0895, -0.2338, -0.5622], [0.1932, -1.7168, -0.2430], [0.3331, -0.1935, -0.3036], [1.5628, 0.4152, 0.1616], [0.5869, -1.0656, -1.5306], [-1.2397, 0.9361, 1.3085], [-1.0061, 0.5500, -0.1577], [2.5315, 1.0194, 0.4918], [1.6172, -1.1148, -1.9005], [-1.1325, 0.0374, 1.9310], [-0.4409, 1.7176, 1.6004], [1.0419, -2.0943, 0.2700], [-0.2535, -1.2422, -2.2763], [-0.9061, 1.4132, -0.8021], [-2.2747, 1.3094, 1.4378], [-1.9014, -1.1967, -0.2887], [3.3778, 1.4593, 0.8636]], "forces_ev_per_a": [[0.2, -2.2, -0.3], [2.2, 1.0, 0.7], [0.0, -1.8, -1.5], [-1.6, -0.3, -0.1], [-1.8, -0.5, 0.1], [1.1, 1.2, 0.1], [0.5, -0.4, 1.3], [-0.4, -0.4, -0.1], [-0.5, -0.1, 0.2], [0.1, 0.2, -0.1], [-1.4, -1.1, -0.1], [-1.3, 0.5, -0.9], [1.4, 0.7, 0.8], [-0.4, 0.4, -0.2], [0.7, 0.0, -0.1], [-0.2, 2.0, -0.5], [1.5, 0.9, 0.5]], "charge": 0, "largest_force_ev_per_a": 2.525, "spin_multiplicity": 1, "homo_lumo_gap_ev": 10.53, "energy_ev": -9902.1846}

***

# 2
{"formula": "C6H9NO", "method": "ωB97M-V/def2-TZVPD", "species": ["O", "N", "C", "C", "C", "C", "C", "C", "H", "H", "H", "H", "H", "H", "H", "H", "H"], "coordinates": [[3.2827, 0.4027, 0.1217], [-0.9831, -0.7655, -0.0145], [1.3142, -0.9369, 0.1810], [0.4038, 1.4008, 0.0033], [-2.1446, -0.1351, 0.7316], [0.3208, -0.0359, -0.0706], [2.7885, -0.7545, -0.0115], [-1.8173, -0.1076, -0.7487], [-1.2076, 0.6095, -1.3620], [0.2019, 1.8767, 1.1760], [-0.5792, 1.7849, -0.8560], [-2.0373, 0.7702, 1.4556], [1.5223, 1.5444, -0.4666], [3.2725, -1.9087, -0.3819], [-2.7373, -0.9563, 1.0758], [0.8747, -1.9052, 0.2100], [-2.4751, -0.8834, -1.0432]], "forces_ev_per_a": [[-0.5, -4.5, -0.8], [6.2, -1.8, 4.7], [0.2, 0.9, -1.5], [-0.4, 2.9, -1.7], [2.0, 2.7, 0.7], [0.2, -3.1, 4.0], [-0.2, 1.3, 0.1], [-4.8, 1.5, -3.2], [-2.8, -0.3, -0.1], [0.8, -1.4, -3.7], [3.6, 0.0, 3.0], [0.2, -1.8, -1.6], [-2.9, 0.8, 1.5], [-0.4, 3.6, 1.0], [-0.6, 0.1, 0.1], [0.4, -1.0, 0.1], [-1.2, 0.3, -2.7]], "charge": 0, "largest_force_ev_per_a": 8.026, "spin_multiplicity": 1, "homo_lumo_gap_ev": 8.84, "energy_ev": -9898.2605}